Record 1
111
Properties=species:S:1:pos:R:3 method="wB97M-V/def2-TZVPD" gap_ev=6.9 total_charge=+1 mol_weight_g_mol=879.02 e_above_lowest_kj_mol=0.00
Mg -0.343 0.420 1.028
S 1.861 -0.263 0.520
C 2.823 1.204 0.237
C 4.211 1.000 0.144
C 5.095 2.044 -0.057
C 4.622 3.348 -0.178
C 3.262 3.572 -0.100
C 2.351 2.526 0.104
As 0.450 2.963 0.137
C 0.124 3.422 -1.726
C -1.166 3.813 -2.089
C -1.452 4.185 -3.397
C -0.452 4.141 -4.361
C 0.826 3.723 -4.011
C 1.115 3.363 -2.698
C 0.543 4.767 0.904
C -0.117 5.849 0.330
C -0.086 7.100 0.937
C 0.599 7.285 2.128
C 1.267 6.212 2.706
C 1.238 4.965 2.099
H 4.584 -0.013 0.240
H 6.159 1.843 -0.117
H 5.305 4.174 -0.334
H 2.890 4.581 -0.206
H -1.954 3.830 -1.345
H -2.449 4.515 -3.664
H -0.672 4.423 -5.385
H 1.607 3.686 -4.762
H 2.116 3.046 -2.436
H -0.642 5.735 -0.606
H -0.593 7.935 0.466
H 0.623 8.260 2.598
H 1.820 6.348 3.628
H 1.799 4.156 2.544
C 1.624 1.423 3.441
N 0.183 1.112 3.352
C -0.583 2.302 3.764
C -0.129 0.001 4.264
C -1.324 -0.794 3.801
N -1.115 -1.477 2.510
C -0.007 -2.450 2.601
C -2.354 -2.213 2.218
H 1.888 1.744 4.457
H 1.882 2.213 2.745
H 2.210 0.551 3.169
H -0.258 2.652 4.751
H -1.648 2.068 3.823
H -0.438 3.114 3.055
H -0.335 0.375 5.273
H 0.742 -0.645 4.344
H -2.194 -0.138 3.695
H -1.564 -1.533 4.577
H -0.152 -3.131 3.451
H 0.954 -1.945 2.691
H 0.024 -3.037 1.686
H -2.610 -2.887 3.044
H -2.227 -2.820 1.322
H -3.184 -1.523 2.075
C -1.193 0.578 -3.606
C -1.410 0.167 -2.178
O -0.649 0.498 -1.269
N -2.529 -0.557 -1.926
C -2.854 -0.985 -0.577
C -3.398 0.172 0.239
C -4.758 0.418 0.301
C -5.218 1.557 0.942
C -4.298 2.441 1.484
C -2.956 2.124 1.400
N -2.502 0.999 0.816
H -0.206 1.018 -3.712
H -1.941 1.327 -3.880
H -1.292 -0.276 -4.276
H -3.145 -0.790 -2.683
H -1.947 -1.378 -0.126
H -3.585 -1.786 -0.639
H -5.454 -0.276 -0.155
H -6.280 1.758 1.009
H -4.610 3.359 1.965
H -2.206 2.794 1.798
C -2.091 -4.933 -1.507
C -0.725 -5.289 -0.911
C -0.850 -5.775 0.534
Sb 0.577 -3.544 -1.045
C 1.215 -3.784 -3.117
C 0.919 -5.158 -3.716
C 0.599 -2.663 -3.953
C 2.330 -4.473 -0.133
C 3.576 -3.611 -0.361
C 2.564 -5.909 -0.605
H -2.761 -5.800 -1.503
H -2.009 -4.580 -2.541
H -2.575 -4.142 -0.920
H -0.272 -6.077 -1.519
H -1.415 -5.060 1.145
H 0.122 -5.928 1.012
H -1.391 -6.728 0.574
H 2.296 -3.630 -3.070
H -0.157 -5.302 -3.862
H 1.284 -5.978 -3.095
H 1.395 -5.252 -4.699
H -0.491 -2.779 -4.006
H 0.983 -2.684 -4.982
H 0.822 -1.680 -3.530
H 2.099 -4.478 0.936
H 3.907 -3.676 -1.403
H 4.402 -3.970 0.264
H 3.405 -2.562 -0.122
H 2.905 -5.921 -1.644
H 1.671 -6.536 -0.532
H 3.348 -6.381 -0.001

Record 2
12
Properties=species:S:1:pos:R:3 method="wB97M-V/def2-TZVPD" gap_ev=10.2 smiles=C#CC#CCC mol_weight_g_mol=78.11 e_above_lowest_kj_mol=335.20
C -0.122 -2.092 -0.288
C 0.997 -1.048 -0.198
C 0.456 0.311 -0.155
C -0.054 1.396 0.000
C -0.633 2.616 0.294
C -1.136 3.660 0.626
H 0.292 -3.104 -0.230
H -0.831 -1.959 0.533
H -0.670 -1.994 -1.229
H 1.698 -1.158 -1.034
H 1.579 -1.201 0.720
H -1.576 4.573 0.961

Record 3
11
Properties=species:S:1:pos:R:3 method="wB97M-V/def2-TZVPD" gap_ev="7.5 / 7.5" mol_weight_g_mol=125.49 e_above_lowest_kj_mol=294.62
C -0.542 0.104 -0.315
C 0.666 0.578 0.632
N -1.541 -0.515 0.451
O 0.220 1.394 1.544
P -2.253 0.503 1.601
Cl -2.724 2.198 0.662
H -0.937 0.922 -0.731
H -0.290 -0.699 -1.096
H 1.136 -0.245 1.177
H 1.433 1.204 -0.047
H -1.121 -1.344 0.886

Record 4
20
Properties=species:S:1:pos:R:3 method="wB97M-V/def2-TZVPD" gap_ev=7.9 mol_weight_g_mol=129.16 e_above_lowest_kj_mol=983.59
C 1.691 -1.103 0.375
C 0.506 -0.081 0.721
C 0.807 1.383 0.328
C -1.285 0.736 -0.236
C -1.992 -0.525 -0.767
C -0.562 -0.544 -0.319
H 2.460 -0.084 -1.333
H 1.333 -2.081 0.428
H 2.519 -1.076 1.254
H 0.292 -0.072 1.700
H 1.724 1.572 -0.298
H 0.717 2.090 1.294
H -0.714 2.704 -0.404
H -1.669 0.750 0.763
H -2.369 -1.035 -1.662
H -2.234 -1.935 1.002
H 0.103 -0.595 -1.257
N -0.322 1.731 -0.727
O 2.032 -0.982 -1.044
O -3.036 -0.854 0.182

Record 5
14
Properties=species:S:1:pos:R:3 method="wB97M-V/def2-TZVPD" gap_ev=8.8 total_charge=+1 mol_weight_g_mol=154.02 e_above_lowest_kj_mol=5.63
C 2.886 -0.653 -0.253
C 1.556 -0.582 -0.390
N -3.001 0.927 -0.045
O -2.602 -1.381 0.908
O -0.670 0.587 0.538
O 3.601 0.162 0.430
P -2.114 -0.778 -0.309
P 0.833 0.799 0.456
H 3.525 -1.390 -0.738
H 1.144 -1.322 -1.022
H -3.981 0.530 -0.209
H -2.958 1.256 0.893
H -2.844 1.657 -0.725
H 4.626 0.189 0.467

Record 6
98
Properties=species:S:1:pos:R:3 method="wB97M-V/def2-TZVPD" gap_ev="7.3 / 4.8" total_charge=+3 multiplicity=5 mol_weight_g_mol=769.63 e_above_lowest_kj_mol=0.00 s_squared=6.009
Co -0.055 -0.039 0.204
C -3.789 -1.591 -2.688
N -2.665 -0.664 -2.522
C -1.373 -1.216 -2.922
P -2.744 0.501 -1.386
O -1.416 0.972 -0.855
O -3.570 -0.199 -0.150
P -2.991 -0.740 1.260
O -1.523 -1.085 1.108
N -3.230 0.348 2.434
C -4.602 0.666 2.847
C -2.244 1.315 2.902
N -3.943 -2.024 1.542
C -5.167 -2.389 0.831
C -3.792 -2.675 2.845
N -3.637 1.721 -1.935
C -3.822 2.902 -1.083
C -4.561 1.598 -3.071
H -3.853 -1.888 -3.734
H -4.728 -1.113 -2.416
H -3.658 -2.482 -2.068
H -1.431 -1.546 -3.959
H -1.100 -2.079 -2.301
H -0.595 -0.460 -2.847
H -5.289 -0.127 2.562
H -4.938 1.600 2.392
H -4.632 0.775 3.931
H -1.260 1.106 2.493
H -2.194 1.279 3.991
H -2.532 2.326 2.602
H -5.260 -1.826 -0.090
H -6.043 -2.193 1.454
H -5.148 -3.454 0.595
H -2.837 -2.412 3.297
H -3.828 -3.757 2.714
H -4.592 -2.380 3.529
H -3.087 2.902 -0.280
H -4.825 2.922 -0.655
H -3.674 3.800 -1.682
H -4.071 1.110 -3.910
H -4.846 2.602 -3.375
H -5.473 1.057 -2.810
C 2.308 3.931 -1.499
N 1.909 2.555 -1.794
C 0.764 2.427 -2.697
P 2.536 1.274 -1.035
O 1.603 0.094 -0.915
O 2.974 1.781 0.455
P 2.017 1.915 1.765
O 0.638 1.461 1.377
N 2.619 1.004 2.970
C 3.775 1.454 3.752
C 2.427 -0.440 2.984
N 2.119 3.472 2.177
C 3.265 4.350 1.933
C 1.179 3.967 3.188
N 3.924 0.816 -1.737
C 4.688 -0.268 -1.119
C 4.731 1.747 -2.535
H 2.445 4.472 -2.436
H 3.251 3.951 -0.962
H 1.544 4.436 -0.905
H 0.955 3.002 -3.603
H -0.148 2.789 -2.222
H 0.630 1.386 -2.981
H 3.791 2.538 3.821
H 4.714 1.110 3.312
H 3.692 1.052 4.761
H 1.542 -0.701 2.410
H 2.286 -0.776 4.012
H 3.291 -0.963 2.561
H 3.989 3.869 1.283
H 3.759 4.597 2.875
H 2.925 5.277 1.470
H 0.308 3.317 3.245
H 0.843 4.964 2.905
H 1.650 4.020 4.172
H 4.021 -0.916 -0.550
H 5.460 0.120 -0.450
H 5.168 -0.859 -1.899
H 4.089 2.364 -3.158
H 5.377 1.162 -3.188
H 5.361 2.385 -1.911
N 1.730 -7.379 0.891
C 2.491 -6.384 0.529
S 4.118 -6.532 0.123
C 1.941 -5.003 0.497
C 1.217 -4.519 1.583
C 0.732 -3.223 1.515
N 0.950 -2.413 0.477
C 1.645 -2.885 -0.557
C 2.160 -4.176 -0.599
H 2.079 -8.326 0.981
H 0.740 -7.233 1.046
H 1.057 -5.115 2.472
H 0.135 -2.819 2.323
H 1.813 -2.198 -1.376
H 2.686 -4.522 -1.479

Record 7
19
Properties=species:S:1:pos:R:3 method="wB97M-V/def2-TZVPD" gap_ev="7.5 / 7.4" mol_weight_g_mol=96.17 e_above_lowest_kj_mol=371.38
C -3.222 0.454 -0.185
C -1.946 -0.181 -0.733
C -0.666 0.584 -0.366
C 0.532 -0.146 -0.882
C 1.760 -0.282 -0.337
C 2.348 0.463 0.740
C 3.353 -0.308 1.529
H -3.203 0.505 0.911
H -3.356 1.474 -0.562
H -4.098 -0.135 -0.479
H -1.868 -1.216 -0.370
H -2.001 -0.244 -1.829
H -0.574 0.696 0.718
H -0.674 1.586 -0.818
H 2.275 -1.127 -0.799
H 0.361 -0.764 -1.765
H 3.265 -0.038 2.588
H 4.336 0.085 1.223
H 3.379 -1.407 1.418

Record 8
98
Properties=species:S:1:pos:R:3 method="wB97M-V/def2-TZVPD" gap_ev=6.6 smiles="COCCCCC1=CC(=O)C(CCCSC(=S)N2CCOCC2)=CC1=O.CCOS(C)(=O)=O.CCOS(C)(=O)=O.CCOS(C)(=O)=O" mol_weight_g_mol=770.05
C -0.485 7.112 4.330
O -1.649 7.098 3.420
C -2.467 5.902 3.686
C -1.581 4.545 3.277
C -1.038 3.743 4.602
C -2.159 2.678 5.222
C -1.687 1.144 4.779
C -1.775 -0.046 5.717
C -1.270 -1.531 5.136
O -1.798 -2.685 5.610
C -0.064 -1.568 3.977
C 0.994 -2.809 3.803
C 1.960 -2.720 2.482
C 1.175 -2.801 1.041
S 2.268 -1.837 -0.193
C 1.247 -1.215 -1.638
S -0.218 -0.380 -1.244
N 1.712 -1.491 -3.050
C 2.876 -0.625 -3.472
C 2.490 0.659 -4.415
O 1.459 0.402 -5.432
C 0.231 -0.015 -4.697
C 0.582 -1.500 -4.055
C -0.014 -0.356 3.084
C -1.127 0.838 3.268
O -1.535 1.458 2.138
H -0.817 6.714 5.382
H -0.167 8.255 4.431
H 0.387 6.450 3.872
H -2.776 5.751 4.805
H -3.442 5.914 3.010
H -2.322 3.904 2.598
H -0.669 4.812 2.558
H -0.027 3.156 4.373
H -0.771 4.523 5.456
H -2.093 2.755 6.400
H -3.257 2.930 4.882
H -2.207 0.088 6.821
H 1.672 -2.853 4.765
H 0.339 -3.802 3.767
H 2.701 -3.651 2.513
H 2.571 -1.719 2.497
H 0.136 -2.238 1.029
H 0.987 -3.887 0.644
H 3.435 -0.189 -2.515
H 3.665 -1.340 -3.996
H 2.206 1.639 -3.820
H 3.482 0.938 -5.017
H -0.028 0.799 -3.881
H -0.709 -0.042 -5.424
H 0.963 -2.156 -4.977
H -0.385 -2.053 -3.662
H 0.794 -0.197 2.230
O 6.306 3.661 -5.319
S 6.564 4.361 -6.559
O 6.110 5.718 -6.784
O 6.072 3.430 -7.806
C 4.733 2.960 -7.818
C 3.765 4.054 -8.228
C 8.303 4.290 -6.897
H 4.461 2.534 -6.846
H 4.685 2.149 -8.551
H 3.720 4.843 -7.471
H 2.757 3.651 -8.356
H 4.084 4.523 -9.164
H 8.649 3.261 -6.776
H 8.813 4.943 -6.187
H 8.481 4.642 -7.918
O -3.257 1.945 -1.051
S -3.913 0.673 -0.834
O -4.063 -0.305 -1.891
O -5.373 0.940 -0.155
C -6.279 1.814 -0.809
C -6.934 1.142 -2.002
C -3.158 -0.122 0.560
H -5.780 2.743 -1.103
H -7.052 2.079 -0.080
H -6.204 0.943 -2.792
H -7.720 1.777 -2.421
H -7.369 0.179 -1.714
H -3.082 0.595 1.382
H -2.163 -0.456 0.261
H -3.767 -0.982 0.851
O -2.039 -6.249 2.975
S -0.883 -6.933 3.514
O 0.456 -6.682 3.023
O -1.159 -8.541 3.487
C -1.516 -9.150 2.255
C -0.310 -9.322 1.351
C -0.879 -6.735 5.276
H -2.308 -8.582 1.756
H -1.927 -10.137 2.493
H 0.075 -8.353 1.019
H -0.571 -9.903 0.462
H 0.503 -9.827 1.881
H -1.874 -6.968 5.664
H -0.622 -5.699 5.500
H -0.129 -7.405 5.706

Record 9
8
Properties=species:S:1:pos:R:3 method="wB97M-V/def2-TZVPD" gap_ev=7.4 smiles="S=NSCl.C#CCl" mol_weight_g_mol=174.08 e_above_lowest_kj_mol=304.46
C -1.083 0.803 1.239
C -1.328 1.765 0.574
N 0.965 -1.769 -1.684
S 0.901 -3.270 -1.336
S 1.239 -0.390 -1.059
Cl -1.751 2.991 -0.373
Cl 1.821 -0.084 0.915
H -0.763 -0.045 1.725